No. 1
147
Properties=species:S:1:pos:R:3 method="wB97M-V/def2-TZVPD" de_lowest_kj_mol=45.3 smiles=COC[C@H](C)N.COC[C@H](C)N.COC[C@H](C)N.CC(C)O.CC(C)O.CC(C)O.CC(C)O.CC(C)O.CCO.CCO.CCO.CCO total_charge=0
C 5.470 0.337 1.400
C 5.873 -0.651 2.492
C 5.990 0.104 3.843
O 5.953 -0.874 4.852
C 5.937 -0.150 6.088
N 4.796 -1.602 2.497
H 4.375 0.542 1.559
H 5.516 -0.086 0.390
H 6.058 1.254 1.422
H 6.812 -1.126 2.138
H 5.048 0.721 3.947
H 6.803 0.871 3.909
H 5.026 0.525 6.091
H 6.875 0.464 6.158
H 5.876 -0.865 6.912
H 3.942 -1.167 2.780
H 4.987 -2.467 3.018
C -0.791 3.647 -1.866
C -1.792 3.567 -3.028
C -3.158 4.051 -2.689
O -3.675 3.285 -1.630
C -4.893 3.787 -1.099
N -1.229 4.418 -4.041
H -1.022 2.906 -1.104
H -0.760 4.651 -1.423
H 0.151 3.378 -2.355
H -1.842 2.574 -3.445
H -3.803 4.009 -3.579
H -3.106 5.161 -2.428
H -4.836 4.904 -0.949
H -5.097 3.394 -0.112
H -5.727 3.488 -1.705
H -1.751 4.494 -4.941
H -0.352 3.961 -4.314
C -6.413 0.073 1.440
C -6.300 -1.413 1.099
C -5.262 -2.133 1.939
O -3.933 -1.616 1.759
C -3.054 -2.309 2.530
N -7.520 -2.184 1.237
H -6.545 0.166 2.495
H -7.238 0.474 0.879
H -5.509 0.680 1.190
H -6.106 -1.529 0.036
H -5.234 -3.166 1.656
H -5.459 -2.086 3.026
H -2.804 -3.327 2.157
H -3.494 -2.442 3.522
H -2.147 -1.724 2.580
H -8.203 -1.772 0.611
H -7.917 -2.048 2.161
C -1.958 -5.406 -2.580
C -1.194 -4.445 -1.649
O -2.150 -3.716 -1.007
H -1.304 -6.142 -3.070
H -2.503 -4.834 -3.354
H -2.732 -5.973 -1.973
H -0.468 -3.871 -2.241
H -0.671 -5.031 -0.909
H -1.713 -3.061 -0.461
C -3.014 2.187 2.268
C -1.907 3.084 1.733
O -0.701 2.398 1.438
H -3.228 1.422 1.495
H -3.913 2.760 2.515
H -2.732 1.562 3.107
H -1.816 3.851 2.491
H -2.347 3.581 0.848
H 0.023 3.103 1.425
C 1.431 0.357 -0.643
C 0.148 -0.362 -0.172
O -0.187 -0.210 1.236
H 1.514 0.135 -1.749
H 2.253 -0.214 -0.213
H 1.357 1.404 -0.401
H 0.300 -1.411 -0.429
H -0.621 0.029 -0.812
H -0.376 0.782 1.304
C 2.955 3.878 -2.656
C 2.509 3.720 -4.094
O 1.513 2.763 -4.318
H 3.084 2.878 -2.200
H 2.241 4.404 -1.943
H 3.942 4.376 -2.641
H 3.454 3.539 -4.624
H 2.092 4.677 -4.441
H 1.824 1.865 -4.204
C -5.796 0.511 -2.431
C -4.659 -0.461 -2.340
C -3.524 -0.193 -1.377
O -5.198 -1.756 -1.999
H -6.596 0.190 -3.099
H -5.369 1.428 -2.851
H -6.265 0.791 -1.468
H -4.253 -0.532 -3.356
H -3.952 -0.271 -0.378
H -3.161 0.823 -1.472
H -2.714 -0.893 -1.393
H -4.520 -2.104 -1.402
C 3.938 -4.533 0.138
C 4.317 -3.593 -0.961
C 3.108 -3.028 -1.651
O 5.149 -2.483 -0.538
H 3.591 -3.935 0.998
H 4.770 -5.185 0.400
H 3.045 -5.124 -0.145
H 4.924 -4.062 -1.702
H 2.501 -2.447 -0.922
H 2.390 -3.700 -2.178
H 3.634 -2.297 -2.344
H 4.882 -2.164 0.321
C 3.811 3.458 1.543
C 2.655 2.948 2.355
C 2.929 2.546 3.805
O 1.632 3.942 2.362
H 3.490 3.421 0.501
H 4.673 2.827 1.672
H 4.072 4.493 1.756
H 2.224 2.082 1.740
H 3.546 1.707 4.042
H 2.020 2.258 4.293
H 3.395 3.380 4.330
H 1.678 4.461 3.190
C 0.418 -1.945 -3.872
C 0.702 -0.762 -4.783
C -0.378 0.350 -4.618
O 1.955 -0.176 -4.358
H 1.284 -2.588 -3.845
H -0.527 -2.369 -4.261
H 0.300 -1.600 -2.873
H 0.749 -1.031 -5.871
H -1.323 -0.169 -4.725
H -0.160 1.119 -5.354
H -0.188 0.804 -3.676
H 2.693 -0.831 -4.341
C 0.529 -3.075 2.087
C 1.096 -2.312 3.240
C 1.884 -3.220 4.171
O 1.898 -1.246 2.786
H 1.345 -3.458 1.436
H -0.104 -2.491 1.440
H -0.090 -3.888 2.450
H 0.374 -1.864 3.863
H 2.363 -2.653 4.973
H 2.644 -3.717 3.576
H 1.252 -3.984 4.619
H 1.292 -0.628 2.308

---

No. 2
22
Properties=species:S:1:pos:R:3 method="wB97M-V/def2-TZVPD" de_lowest_kj_mol=206.0 smiles=C[C@H](CO)NCN.O total_charge=0
C 0.589 -0.660 1.359
C 0.105 -0.396 -0.160
C 1.114 0.154 -1.154
O 2.344 -0.516 -1.110
N -1.134 0.284 -0.261
C -2.415 -0.362 -0.519
N -3.526 0.558 -0.128
H -0.302 -0.880 1.851
H 1.046 0.255 1.881
H 1.341 -1.543 1.349
H -0.189 -1.297 -0.727
H 0.652 -0.150 -2.077
H 1.236 1.227 -1.054
H 2.684 -0.521 -0.174
H -1.092 1.159 0.295
H -2.436 -1.347 0.109
H -2.566 -0.660 -1.600
H -4.396 0.056 -0.072
H -3.640 1.363 -0.792
H 3.290 1.072 1.795
H 3.444 1.364 0.209
O 3.850 0.840 0.979